w | Below is a cluster of 2 separate species, C11H11N in total, with properties calculated with ωB97M-V/def2-TZVPD.

Output
orbital gap	10.1	eV
SMILES string	c1ccccc1.c1ccncc1
highest occupied orbital energy	-9.24	eV

The geometry in XYZ format:
```
23
Properties=species:S:1:pos:R:3:nbo_charge:R:1
C 2.42088 -1.27124 0.18924 -0.2587
C 2.03543 -0.06439 0.79140 -0.2056
C 2.61805 1.23643 0.44637 -0.2172
C 3.94875 1.07886 -0.07269 -0.1999
C 4.46627 -0.13565 -0.53496 -0.2505
C 3.73924 -1.33211 -0.36102 -0.1996
H 2.04289 -2.40874 0.43690 0.2378
H 1.19808 0.14196 1.57110 0.2233
H 2.29324 2.12378 0.86533 0.2120
H 4.54127 2.02462 -0.19199 0.2104
H 5.66199 -0.16382 -0.58475 0.2212
H 4.18754 -2.21627 -0.98516 0.2267
C -4.08544 1.14111 -0.16245 -0.1689
C -4.89265 0.01449 0.10510 -0.2584
C -4.13478 -1.16236 0.26921 0.0405
N -2.82413 -1.28822 -0.03648 -0.4380
C -2.11932 -0.29294 -0.48401 0.0510
C -2.70881 1.01245 -0.54739 -0.2647
H -4.49158 2.15499 0.04706 0.2139
H -5.90761 0.06960 0.12783 0.2152
H -4.79468 -2.05043 0.58551 0.1918
H -1.09322 -0.48577 -0.77393 0.2013
H -2.10141 1.87365 -0.70024 0.2163
```

---

x | Below is a cluster of 2 separate species, C11H11N in total, with properties calculated with ωB97M-V/def2-TZVPD.

Output
orbital gap	10.1	eV
SMILES string	c1ccccc1.c1ccncc1
highest occupied orbital energy	-9.27	eV

The geometry in XYZ format:
```
23
Properties=species:S:1:pos:R:3:nbo_charge:R:1
C 1.61026 -2.55461 -0.74444 -0.1875
C 0.69637 -1.57309 -1.22732 -0.2269
C 0.99558 -0.32132 -1.41644 -0.2313
C 2.38991 0.14661 -1.29073 -0.1995
C 3.27284 -0.67859 -0.57972 -0.2251
C 2.88067 -2.02998 -0.35291 -0.2110
H 1.33845 -3.47460 -0.60225 0.1977
H -0.27177 -2.13266 -1.57831 0.2124
H 0.14626 0.38500 -1.52392 0.2151
H 2.47100 1.23081 -1.51050 0.2184
H 4.24022 -0.36422 -0.07136 0.2267
H 3.62104 -2.52467 0.29328 0.2112
C -1.91529 0.27509 0.35869 -0.1809
C -3.07610 0.41110 1.10681 -0.2572
C -3.23399 1.59021 1.80255 0.0358
N -2.37562 2.57685 1.75323 -0.4288
C -1.28032 2.45518 1.04774 0.0495
C -1.03151 1.31032 0.26801 -0.2635
H -1.68740 -0.72317 -0.09865 0.2232
H -3.88038 -0.34631 1.16937 0.2220
H -4.18198 1.75061 2.34527 0.1879
H -0.59158 3.32684 1.16009 0.1967
H -0.13668 1.26455 -0.30847 0.2154
```

---

Which one sits at the bottom of the stability order? w does.

---

w | Below is the ion C4H7N4 with charge +1, with properties calculated with ωB97M-V/def2-TZVPD.

Output
orbital gap	9.1	eV
SMILES string	N/C=[NH+]/c1cn[nH]c1
total charge	+1
highest occupied orbital energy	-13.12	eV

The geometry in XYZ format:
```
15
Properties=species:S:1:pos:R:3:nbo_charge:R:1
N 2.69214 -0.67421 -0.92687 -0.7094
C 1.39780 -0.47972 -0.75187 0.4028
N 0.94379 0.11498 0.32341 -0.5078
C -0.42384 0.36927 0.39570 -0.0553
C -1.25895 0.60842 -0.70983 -0.0659
N -2.51005 0.39948 -0.42848 -0.2251
N -2.58249 0.12872 0.89621 -0.3079
C -1.38556 0.11458 1.48758 -0.0121
H 3.22479 -1.20395 -1.56363 0.4505
H 3.28871 -0.34562 -0.12571 0.4146
H 0.56960 -0.71581 -1.49962 0.2620
H 1.54837 0.74012 0.84296 0.4314
H -0.90482 0.91362 -1.76430 0.2285
H -3.47957 0.30990 1.29911 0.4384
H -1.11993 -0.27979 2.52533 0.2555
```

---

x | Below is a structure of composition C4H7N4, with properties calculated with ωB97M-V/def2-TZVPD.

Output
orbital gap	8.5	eV
total charge	+1
highest occupied orbital energy	-12.76	eV

The geometry in XYZ format:
```
15
Properties=species:S:1:pos:R:3:nbo_charge:R:1
C -1.94639 -0.66352 1.31520 0.0863
C -1.24852 0.51364 -0.74667 -0.0639
C -0.50156 0.32957 0.33897 -0.0220
C 1.70063 -0.32851 -0.31021 0.3889
N -2.90275 -0.46516 0.52890 -0.2127
N -2.59766 0.26374 -0.59329 -0.3779
N 3.00949 -0.15886 -0.06796 -0.7302
N 0.88063 0.30135 0.55609 -0.5350
H -1.97985 -1.10926 2.24267 0.2185
H -0.79907 0.95019 -1.69839 0.2414
H 1.27308 -0.97042 -1.20072 0.2784
H -3.16364 0.24947 -1.40972 0.4205
H 3.73364 -0.45540 -0.77780 0.4492
H 3.31682 0.59789 0.58481 0.4291
H 1.22515 0.94529 1.23814 0.4292
```

---

Which one sits at the bottom of the stability order? x does.

---

w | Below is the molecule C10H11N3O2, with properties calculated with ωB97M-V/def2-TZVPD.

Output
orbital gap (spin up / spin down)	6.4 / 8.4	eV
highest occupied orbital energy (spin up / spin down)	-7.87 / -8.61	eV

The geometry in XYZ format:
```
26
Properties=species:S:1:pos:R:3:nbo_charge:R:1
C -3.41609 -0.27081 0.09540 -0.2188
C -3.02340 0.37540 -1.00761 -0.2123
C -2.40043 -0.66119 1.08602 -0.1744
C -1.71233 0.65193 -1.33170 -0.2379
C -1.08503 -0.54209 0.69094 -0.2763
C -0.68356 0.13994 -0.46761 0.0700
C 1.06834 -1.25165 -1.23524 -0.2700
C 0.76039 0.23735 -0.65117 -0.3632
C 1.61324 0.65434 0.48021 0.1661
C 1.27483 1.25542 1.88579 -0.6598
N 1.54650 -2.12404 -0.31492 -0.0258
N 1.99392 -2.12409 0.73443 0.0623
N 2.91429 0.83875 -0.00745 0.4216
O 3.20757 0.42489 -1.13920 -0.4660
O 3.74333 1.27095 0.83864 -0.4358
H -4.39441 -0.57930 0.30417 0.2186
H -3.68524 0.74972 -1.85965 0.2209
H -2.56979 -1.01847 2.05942 0.2171
H -1.44469 1.19799 -2.31543 0.2229
H -0.33648 -1.02050 1.29851 0.2137
H 0.15145 -1.72821 -1.65684 0.2455
H 1.66113 -1.31678 -2.11523 0.2671
H 1.08938 0.80200 -1.55837 0.2789
H 1.54467 2.28826 1.63256 0.2434
H 1.99714 0.76190 2.55305 0.2567
H 0.18523 0.98826 2.00130 0.2353
```

---

x | Below is the molecule C10H11N3O2, with properties calculated with ωB97M-V/def2-TZVPD.

Output
orbital gap	8.3	eV
highest occupied orbital energy	-7.78	eV

The geometry in XYZ format:
```
26
Properties=species:S:1:pos:R:3:nbo_charge:R:1
C -1.90298 3.02290 -2.49394 -0.2074
C -1.41195 1.98229 -3.33949 -0.2233
C -1.44793 3.15705 -1.16837 -0.2127
C -0.49911 1.13018 -2.78405 -0.1918
C -0.47371 2.24028 -0.61716 -0.1839
C 0.02456 1.24345 -1.44256 -0.0570
C 0.28940 -2.76226 2.52907 -0.2424
C 0.73472 -2.20860 3.80008 0.4721
C 0.87654 0.06242 -1.04385 -0.0956
C 0.54921 -2.08122 0.02829 0.1469
N 1.27062 -0.77301 2.06081 0.0118
N 0.74580 -2.58069 5.00680 -0.7694
N 0.62929 -1.80919 1.61975 -0.1022
O 1.27099 -0.94993 3.40988 -0.3280
O 0.05655 -0.98398 -0.60992 -0.5060
H -2.71562 3.68935 -2.83682 0.2201
H -1.60279 1.85258 -4.42871 0.2270
H -1.86670 3.96928 -0.45448 0.2248
H 0.08329 0.38763 -3.31851 0.2016
H -0.21705 2.27821 0.44606 0.2240
H -0.17010 -3.82519 2.43816 0.2592
H 1.53724 -0.19155 -1.86245 0.1769
H 1.58065 0.42832 -0.28977 0.1998
H -0.09469 -2.94663 -0.11545 0.2080
H 1.58230 -2.29821 -0.21254 0.1861
H 1.17149 -2.03349 5.67917 0.3616
```

---

Which one sits at the bottom of the stability order? w does.

---

w | Below is a cluster of 2 separate species, C5H7FO in total, with properties calculated with ωB97M-V/def2-TZVPD.

Output
orbital gap	9.2	eV
highest occupied orbital energy	-8.79	eV

The geometry in XYZ format:
```
14
Properties=species:S:1:pos:R:3:nbo_charge:R:1
C -1.59238 0.03908 -1.23759 -0.3977
C -1.61125 0.38738 0.32651 -0.5186
C -0.04686 -0.30268 -1.12215 -0.5297
C 3.02070 -0.62330 1.64105 0.3023
C -0.11297 0.06599 0.32271 0.6375
O 0.79859 0.12149 1.12128 -0.5412
F 3.48801 0.55278 1.14365 -0.3603
H -2.30511 -0.90139 -1.34027 0.1993
H -1.92123 0.68237 -2.03714 0.2203
H -1.55869 1.50428 0.37249 0.2408
H -2.15745 -0.23140 0.94877 0.2391
H 0.29305 -1.26081 -1.18592 0.2408
H 0.50212 0.44563 -1.65378 0.2338
H 3.20347 -0.47943 2.70040 0.0337
```

---

x | Below is a cluster of 2 separate species, C5H7FO in total, with properties calculated with ωB97M-V/def2-TZVPD.

Output
orbital gap (spin up / spin down)	8.5 / 7.5	eV
highest occupied orbital energy (spin up / spin down)	-8.00 / -7.03	eV

The geometry in XYZ format:
```
14
Properties=species:S:1:pos:R:3:nbo_charge:R:1
C 0.35042 1.34387 0.60326 -0.2723
C 1.38155 0.91881 -0.25648 -0.3875
C -1.24825 -1.10152 0.57913 -0.1407
C -0.94352 -0.80409 -0.80080 -0.0109
C 1.90420 -0.27779 -0.51392 0.2621
O -1.25463 0.20201 0.02726 -0.4115
F 1.84811 -1.35822 0.30753 -0.3594
H -0.00882 2.30873 0.51545 0.1916
H 0.26473 0.94943 1.68392 0.1908
H 1.63867 1.58418 -1.08598 0.2220
H -2.18139 -1.42129 0.74938 0.1736
H -0.39028 -1.42054 1.34106 0.1997
H -1.53478 -0.85492 -1.72528 0.1779
H 2.59878 -0.54593 -1.20104 0.1646
```

---

Which one sits at the bottom of the stability order? x does.

---

w | Below is a structure of composition C5H9ClN3, with properties calculated with ωB97M-V/def2-TZVPD.

Output
orbital gap	7.4	eV
total charge	+1
highest occupied orbital energy	-12.02	eV

The geometry in XYZ format:
```
18
Properties=species:S:1:pos:R:3:nbo_charge:R:1
C 1.43972 1.06708 -1.05100 -0.1382
C 0.17428 0.74978 -1.21531 -0.2774
C 1.23514 0.33353 1.27057 0.2995
C 2.09322 0.70769 0.22466 -0.5807
C -0.66915 0.16937 -0.20477 0.1209
N -0.03031 0.13904 1.06808 -0.4305
N -1.17326 -1.68590 -0.21250 -0.3631
N -2.45232 -1.78641 0.03917 -0.5682
Cl -2.24021 1.06051 -0.02696 -0.0037
H 1.99870 1.71933 -1.76089 0.2563
H -0.45438 1.14348 -2.05540 0.2613
H 1.70513 0.18440 2.19058 0.2392
H 2.94260 0.09772 0.04563 0.3049
H 2.82148 1.57739 0.49865 0.3015
H -1.07884 -1.96291 -1.24146 0.3686
H -0.55190 -0.17250 1.90844 0.4472
H -2.53197 -1.56378 1.06520 0.3687
H -3.22793 -1.77783 -0.54268 0.3934
```

---

x | Below is the ion C5H9ClN3 with charge +1, with properties calculated with ωB97M-V/def2-TZVPD.

Output
orbital gap	10.9	eV
SMILES string	C[C@H](Cl)Cc1[nH]nc[nH+]1
total charge	+1
highest occupied orbital energy	-14.47	eV

The geometry in XYZ format:
```
18
Properties=species:S:1:pos:R:3:nbo_charge:R:1
C -1.81824 -1.38017 0.38021 -0.6206
C -1.65108 0.11740 0.16025 -0.1889
Cl -3.19710 0.79634 -0.41819 -0.0045
C -0.57321 0.48501 -0.87752 -0.4866
C 0.81283 0.49545 -0.32127 0.4700
N 1.70435 1.46324 -0.48315 -0.2996
N 2.87296 1.23391 0.15895 -0.1815
C 2.71652 0.05857 0.67895 0.1962
N 1.45998 -0.42739 0.40231 -0.4942
H -0.86722 -1.88905 0.56709 0.1779
H -2.47467 -1.57196 1.22866 0.2540
H -2.25991 -1.83876 -0.50641 0.2420
H -1.44248 0.63829 1.09805 0.2234
H -0.76895 1.49672 -1.24206 0.2669
H -0.62072 -0.18897 -1.73858 0.2710
H 1.56398 2.32227 -0.99866 0.4548
H 3.46385 -0.49055 1.23072 0.2586
H 1.07910 -1.32035 0.68066 0.4612
```

---

Which one sits at the bottom of the stability order? w does.